No. 1
Formula: C53H134N10O14
Source: the Open Molecules 2025 dataset
Level of theory: the ωB97M-V functional and the def2-TZVPD basis

- HOMO: -7.95 eV
- Structure (SMILES): CC1(C)CCCC(C)(C)N1O.COC[C@H](C)N.COC[C@H](C)N.COC[C@H](C)N.COC[C@H](C)N.COC[C@H](C)N.COCCNCCOC.COCCNCCOC.COCCNCCOC.COCCNCCOC

Structure (ORCA input):
```
! wB97M-V def2-TZVPD RIJCOSX def2/J DEFGRID3
* xyz 0 1
O -1.147 1.786 0.913
O 2.387 -6.074 5.234
O -2.909 -4.826 -5.102
O 5.555 4.178 -1.577
O 1.955 -5.542 -6.556
O 2.391 1.141 -1.550
O -6.884 -1.738 3.749
O -0.967 -3.053 5.163
O 3.327 1.538 5.070
O -4.747 -3.838 7.279
O -2.218 7.591 -0.301
O -6.616 3.096 -1.675
O 6.155 -2.492 5.291
O 4.885 1.031 -4.317
N -3.457 11.012 0.031
N 0.628 -0.554 -0.304
N 3.615 6.038 -0.724
N -0.230 -3.756 -5.221
N 3.632 -1.418 3.983
N -8.248 2.357 -4.017
N 4.576 1.201 -5.697
N -8.157 -3.490 0.798
N -3.312 -4.944 5.139
N 0.649 -6.366 2.961
C -7.350 -1.982 2.469
C 4.743 0.044 -6.531
C 6.623 3.226 -1.422
C -2.942 -5.667 -4.023
C -6.862 -4.427 2.689
C -4.357 -5.744 5.724
C -9.640 1.048 -2.395
C 6.224 -0.151 -6.752
C 5.204 7.912 -1.074
C 4.203 -1.268 -5.953
C -1.551 -3.673 6.355
C -7.368 1.932 -1.721
C 2.783 0.847 3.929
C 3.883 -0.073 3.430
C -3.087 8.627 0.141
C 4.870 6.439 -1.339
C -2.414 6.391 0.371
C 4.123 1.601 -8.403
C -2.567 -3.466 -4.804
C 0.571 0.087 1.042
C 4.708 2.591 -6.134
C 5.989 5.449 -1.188
C -4.850 -5.214 7.123
C -7.909 -1.467 4.612
C -0.730 -1.697 5.369
C 1.913 -4.943 4.552
C 2.036 -4.300 -5.858
C 1.608 -5.242 3.098
C 3.265 2.199 -1.592
C 4.104 3.500 -5.069
C 6.061 -2.099 3.947
C 1.046 -3.981 2.439
C 3.912 0.233 -7.781
C -2.514 2.060 1.100
C -7.911 -3.362 2.238
C 2.425 2.433 5.682
C -2.092 -5.013 5.953
C 0.171 0.359 -1.360
C -8.580 2.116 -2.592
C -0.822 0.490 1.417
C 1.029 -4.230 -4.744
C -1.190 -3.324 -4.268
C -1.287 10.259 0.899
C -2.406 9.943 -0.092
C 2.841 -5.742 6.470
C 2.904 -5.670 -7.537
C -5.481 2.948 -0.833
C 6.165 3.053 -6.358
C -5.875 -3.152 6.916
C 4.653 -2.338 3.469
C 7.416 -2.365 5.811
C 3.895 2.715 -7.414
C 1.022 1.571 -1.450
H 0.919 -0.639 1.786
H -2.915 1.833 2.097
H -1.085 -3.879 -3.338
H -2.175 6.475 1.444
H -1.977 -6.202 -3.890
H -6.097 -3.296 5.853
H 6.587 0.629 -7.433
H 4.931 -1.710 -5.267
H 6.068 8.274 -1.630
H 6.329 5.485 -0.130
H -7.290 -5.427 2.716
H 1.389 -3.525 -3.967
H 1.228 0.963 1.190
H 6.462 2.948 -7.406
H 2.852 0.155 -7.536
H -3.614 -3.973 5.196
H -0.786 -3.762 7.136
H 1.556 1.884 6.053
H 4.565 -2.247 2.380
H 2.972 -4.757 -8.152
H 7.541 3.525 -1.928
H 0.464 -4.161 1.557
H 6.291 -1.033 3.801
H 3.900 -5.831 -7.087
H -1.999 10.021 -1.112
H 2.581 -5.471 2.644
H 3.866 -1.973 -6.701
H 6.803 3.097 -0.343
H 4.391 -3.390 3.635
H -4.890 3.868 -0.865
H -4.035 8.556 -0.402
H -5.747 -2.085 7.106
H 4.048 3.696 -7.885
H 3.826 4.446 -5.557
H 2.842 2.796 -7.102
H 1.948 -3.399 2.194
H 3.610 -4.955 6.419
H -0.993 -2.281 -3.978
H -6.577 -4.214 3.731
H 6.725 -2.699 3.305
H -9.034 3.048 -2.217
H 3.194 5.283 -1.252
H -7.296 -3.446 0.262
H 0.927 -7.118 3.595
H -0.256 -3.359 -6.136
H -8.861 -3.580 2.728
H -0.462 9.542 0.897
H 2.131 3.288 5.043
H 6.897 2.549 -5.734
H 4.241 1.799 -1.916
H 5.138 1.656 -8.812
H -0.847 11.236 0.684
H -1.699 5.650 0.003
H 1.908 -3.469 -6.577
H 0.937 -4.626 4.964
H -4.021 -6.760 5.946
H -7.502 3.064 -4.015
H -0.251 -6.043 3.323
H -3.284 -3.190 -4.013
H 3.127 3.193 -4.671
H 8.119 -1.937 5.086
H 2.965 2.962 6.474
H -7.412 -1.253 5.550
H 3.178 2.896 -2.436
H -6.777 1.104 -2.168
H 7.394 -1.703 6.680
H -5.859 -5.568 7.376
H -9.337 0.101 -2.847
H -0.981 0.495 2.510
H 6.493 -1.033 -7.363
H -2.193 -5.663 6.840
H -0.866 0.612 -1.147
H 3.040 -4.192 -5.392
H -8.467 -0.571 4.290
H 3.763 -1.390 5.000
H 0.662 2.262 -2.228
H 1.899 0.218 4.096
H 0.929 2.138 -0.500
H 4.741 3.763 -4.223
H -7.729 1.559 -4.401
H -8.498 -4.424 0.582
H 4.629 6.481 -2.420
H -5.967 -4.322 2.083
H -7.671 1.533 -0.734
H 0.155 -1.417 5.960
H -3.216 8.511 1.227
H 5.552 8.016 -0.026
H -5.196 -5.821 5.026
H -8.099 -1.240 2.117
H -2.989 11.896 -0.157
H 3.321 -6.619 6.898
H -1.284 -5.560 5.436
H 3.686 -0.237 2.358
H -0.496 -1.285 4.367
H -6.534 -1.742 1.774
H 2.691 -6.518 -8.179
H -10.495 1.408 -2.972
H 0.263 -0.143 -2.328
H 3.369 -1.035 -5.274
H -4.166 10.890 -0.683
H 1.650 -0.589 -0.440
H -3.423 5.983 0.218
H 3.433 1.785 -9.233
H -3.126 1.526 0.356
H -8.691 -2.230 4.697
H -5.753 2.796 0.225
H 6.735 -0.261 -5.802
H -2.657 3.129 0.918
H -4.808 2.136 -1.152
H 2.546 1.599 3.155
H -2.380 -3.033 6.681
H 2.048 -5.369 7.131
H -2.643 -2.928 -5.744
H 6.274 2.268 -1.798
H 3.707 5.677 0.222
H -1.654 10.245 1.933
H 6.215 4.128 -6.149
H -3.657 -6.469 -4.190
H 0.536 -3.356 3.177
H 6.846 5.848 -1.765
H 4.210 -0.501 -8.532
H 7.836 -3.325 6.123
H 4.069 1.303 -3.879
H -6.747 -3.416 7.532
H 0.963 -5.191 -4.215
H -9.938 0.960 -1.356
H 3.478 2.639 -0.619
H -1.555 -0.247 1.039
H -3.076 -5.192 -3.040
H 4.308 8.505 -1.187
H -4.179 -5.665 7.860
H 4.863 0.385 3.552
H 2.576 -4.066 4.614
H -1.586 -1.064 5.652
*
```



No. 2
Formula: C53H39AlF4O6PS
Source: the Open Molecules 2025 dataset
Level of theory: the ωB97M-V functional and the def2-TZVPD basis

- HOMO: -4.73 eV

Structure (ORCA input):
```
! wB97M-V def2-TZVPD RIJCOSX def2/J DEFGRID3
* xyz -1 1
S -2.402 -2.531 -3.444
P -1.278 -2.861 -1.888
Al -1.395 -0.972 -0.465
F 3.093 -0.179 -0.347
F -1.214 0.533 -1.635
F 3.784 -2.459 -0.062
F 3.404 -1.101 1.886
O -0.503 1.517 7.638
O -1.794 -6.168 -4.552
O -0.007 5.232 -1.429
O 1.029 -10.443 -6.059
O 3.849 4.601 7.416
O 2.244 5.492 -6.264
C 1.068 2.617 6.283
C 0.901 6.549 -4.653
C -3.502 3.156 1.466
C 2.697 1.954 -4.063
C 1.430 2.993 -2.287
C -3.849 3.161 3.068
C -1.049 -9.594 -5.370
C -1.664 -10.850 -5.435
C 2.331 -7.970 -6.123
C -0.507 7.526 -2.946
C 0.226 -0.862 0.830
C 1.841 4.204 -4.342
C -3.796 0.289 3.035
C 2.914 -6.703 -6.152
C 0.373 -9.457 -5.743
C 0.992 -8.117 -5.736
C 0.291 6.470 -3.402
C 0.248 -6.998 -5.362
C 1.382 -1.983 0.516
C 2.143 1.901 -2.784
C 1.062 2.979 11.237
C 2.127 3.355 3.804
C 2.232 3.565 8.768
C 0.490 2.494 10.060
C 0.835 -5.727 -5.397
C -3.118 -8.631 -4.566
C -3.444 0.286 1.418
C 2.192 3.439 6.225
C 1.080 2.782 8.823
C 2.228 3.742 11.183
C -3.200 -1.065 0.508
C 0.477 2.250 7.585
C 2.720 3.813 4.982
C -4.016 1.709 3.846
C -3.323 1.734 0.631
C -4.402 1.813 5.465
C 2.166 -5.581 -5.797
C 1.014 2.516 3.863
C 0.484 5.279 -2.551
C -1.779 -8.483 -4.950
C 1.705 5.421 -5.166
C 2.552 3.104 -4.841
C -0.051 8.753 -4.977
C 2.815 4.036 9.951
C -1.154 -7.145 -4.924
C -0.681 8.662 -3.736
C 0.483 2.147 5.099
C 2.835 3.917 7.466
C -3.004 -10.992 -5.069
C 2.913 -1.374 0.512
C -3.727 -9.885 -4.625
C 1.271 4.143 -3.072
C 0.740 7.699 -5.438
H -5.182 2.704 5.536
H -1.675 -3.984 -1.078
H 3.591 4.465 4.927
H 3.722 4.637 9.916
H 0.259 -4.846 -5.118
H -0.389 1.496 5.138
H 2.618 -4.592 -5.829
H -1.308 9.478 -3.383
H 2.535 3.651 2.840
H -0.179 9.643 -5.589
H 0.598 2.760 12.196
H -4.768 -9.997 -4.331
H -3.378 4.177 0.890
H -3.906 -0.713 3.639
H 3.245 1.099 -4.454
H 2.262 1.008 -2.175
H -3.470 2.162 6.122
H 1.224 7.774 -6.410
H 3.953 -6.590 -6.456
H 0.087 -2.896 -2.349
H -0.418 1.895 10.110
H -3.111 1.845 -0.524
H -1.105 -11.720 -5.776
H 0.996 2.943 -1.290
H 0.708 0.210 0.712
H -3.969 4.190 3.611
H -3.142 -1.984 1.268
H -3.690 -7.770 -4.224
H 2.679 4.112 12.101
H -4.125 -1.305 -0.197
H -3.482 -11.967 -5.127
H 1.239 -2.552 -0.498
H -0.121 -0.956 1.953
H 0.556 2.153 2.945
H 2.920 -8.841 -6.406
H -0.998 7.464 -1.976
H -4.877 0.804 5.842
H 1.311 -2.794 1.370
H 2.991 3.138 -5.837
*
```



No. 3
Formula: C53H42AgBrClNP2
Source: the Open Molecules 2025 dataset
Level of theory: the ωB97M-V functional and the def2-TZVPD basis

- HOMO: -0.21 eV
- Relative energy (zero: lowest compared OMol25 entry of this formula, charge and spin): 1.179 eV

Structure (ORCA input):
```
! wB97M-V def2-TZVPD RIJCOSX def2/J DEFGRID3
* xyz -2 1
Ag -0.621 0.634 0.347
Br -1.659 5.455 5.533
Cl 2.215 2.183 -3.512
P 1.815 -0.705 0.872
P -1.947 -0.729 -1.822
N -0.064 -3.183 0.388
C 2.225 -2.533 0.873
C 1.547 2.781 -0.906
C -1.769 -3.934 -4.372
C -2.687 2.667 -4.030
C 3.309 1.701 3.822
C 1.234 -3.512 0.668
C 5.218 0.546 -1.214
C 3.907 -4.298 1.099
C 3.066 -0.189 -0.390
C -3.146 -1.531 -4.393
C 2.872 1.192 2.607
C -3.148 -1.401 0.693
C -3.586 3.383 -3.249
C -5.470 -2.214 0.884
C 0.193 2.353 -1.119
C -1.898 -1.013 1.282
C -0.425 2.094 3.401
C -0.593 3.040 4.418
C 2.908 -5.258 0.928
C 2.670 -0.987 3.581
C -1.623 -3.028 -3.328
C -5.628 -2.120 -0.466
C 2.667 -0.417 -1.710
C -1.796 -1.197 2.642
C -2.600 -3.634 -5.445
C -2.675 0.865 -2.408
C 2.567 -0.164 2.462
C 4.275 3.561 -0.360
C -2.316 -1.814 -3.310
C 1.976 3.287 0.358
C 3.416 0.869 4.929
C -4.553 -1.683 -1.277
C 1.603 -4.874 0.717
C -3.285 -2.427 -5.453
C -1.819 3.321 1.958
C -3.345 -1.331 -0.733
C -4.235 -1.884 1.493
C -2.846 -1.696 3.446
C 4.341 0.316 -0.155
C -2.228 1.429 -3.603
C -1.008 2.186 2.122
C -1.403 4.134 4.163
C -2.037 4.291 2.942
C -3.568 1.599 -1.627
C -4.012 2.851 -2.040
C 3.903 3.085 -1.612
C 3.544 -0.205 -2.762
C 3.542 -2.962 1.071
C 3.087 -0.473 4.807
C -4.052 -2.020 2.890
C 3.280 3.663 0.619
C 2.589 2.722 -1.868
C 4.827 0.274 -2.516
H -2.310 3.489 0.995
H -3.700 -0.597 -4.413
H 0.830 -5.622 0.570
H -0.870 -0.919 3.143
H 0.194 1.232 3.652
H 2.728 1.866 1.766
H 3.213 -0.381 -3.779
H -0.552 2.974 -0.624
H 4.665 0.533 0.856
H -0.401 -2.243 0.616
H -1.216 -4.867 -4.356
H 3.735 1.269 5.886
H 4.940 -4.586 1.251
H 4.634 2.994 -2.408
H -4.702 -1.625 -2.349
H 5.303 3.837 -0.156
H -0.749 -3.899 0.558
H -3.924 4.364 -3.565
H 3.526 2.759 3.910
H 6.204 0.953 -1.015
H -2.673 5.150 2.758
H 3.155 -6.314 0.951
H 2.407 -2.036 3.502
H -4.685 3.414 -1.403
H 3.144 -1.127 5.670
H -4.873 -2.383 3.500
H -0.941 -3.247 -2.510
H 3.531 4.040 1.607
H -0.056 2.154 -2.151
H 4.312 -2.209 1.203
H -2.700 -1.804 4.517
H 5.506 0.463 -3.341
H -6.291 -2.548 1.513
H 1.221 3.360 1.135
H -0.106 2.925 5.381
H -6.578 -2.374 -0.925
H -2.309 3.089 -4.954
H -2.703 -4.328 -6.270
H -1.484 0.905 -4.195
H -3.896 1.203 -0.673
H -3.935 -2.177 -6.284
H 1.651 -0.752 -1.906
*
```



Number 1: LUMO 0.24 eV, maximum force 2.8 eV Å⁻¹, orbital gap 8.197 eV. Number 2: LUMO 0.47 eV, maximum force 4.8 eV Å⁻¹, orbital gap 5.203 eV. Number 3: LUMO 4.15 eV, maximum force 0.8 eV Å⁻¹, orbital gap 4.355 eV.